# C2H2F2O3

2 unconnected molecules or ions with the total composition C2H2F2O3 (ωB97M-V/def2-TZVPD, the Open Molecules 2025 dataset).

Last columns: bonded neighbours and bond lengths (Å).
Positions of all 9 atoms, in Å:
1 C 2.597 0.275 -1.097  O3 1.305, F6 1.350
2 C 4.441 0.167 0.318  O3 1.379, O5 1.176, F7 1.329
3 O 3.711 -0.310 -0.750  C1 1.305, C2 1.379
4 O -0.510 -0.228 0.821  H8 0.993, H9 0.977
5 O 4.716 1.248 0.691  C2 1.176
6 F 2.099 -0.415 -2.145  C1 1.350
7 F 4.815 -0.962 0.911  C2 1.329
8 H -0.194 -0.269 -0.120  O4 0.993
9 H -1.257 0.394 0.913  O4 0.977

Summary:
Max |F|   1.781 eV/A
Total energy   -502.7824 a.u.
Relative energy (zero: lowest compared OMol25 entry of this formula, charge and spin)   286.2 kJ/mol
Frontier orbital gap   10.8 eV

Here are the natural (NBO) charges for atoms 1 to 6, given in e:
1. C 0.568
2. C 1.072
3. O -0.532
4. O -0.956
5. O -0.476
6. F -0.335

***

# C43H47BrF3INO4P

7 unconnected molecules or ions with the total composition C43H47BrF3INO4P (ωB97M-V/def2-TZVPD, the Open Molecules 2025 dataset).

Last columns: bonded neighbours and bond lengths (Å).
Positions of all 101 atoms, in Å:
1 C 5.478 1.985 0.280  C2 1.532, H19 1.082, H20 1.087, H21 1.086
2 C 4.498 2.538 -0.759  C1 1.532, C3 1.513, H22 1.085, H23 1.089
3 C 4.334 1.603 -1.938  C2 1.513, Br4 1.956, O5 1.432, H24 1.084
4 Br 3.218 2.450 -3.303  C3 1.956
5 O 3.861 0.281 -1.657  C3 1.432, C6 1.382
6 C 2.497 0.133 -1.488  O5 1.382, O7 1.196, N8 1.414
7 O 1.790 -0.199 -2.393  C6 1.196
8 N 2.054 0.397 -0.171  C6 1.414, C9 1.474, P16 1.767
9 C 0.653 0.856 -0.143  N8 1.474, C10 1.525, H25 1.085, H26 1.094
10 C 0.628 2.367 -0.344  C9 1.525, O11 1.404, C12 1.540, H27 1.089
11 O 1.322 3.048 0.669  C10 1.404, H28 0.963
12 C -0.821 2.880 -0.437  C10 1.540, F13 1.347, F14 1.344, F15 1.347
13 F -1.699 1.903 -0.736  C12 1.347
14 F -1.244 3.429 0.715  C12 1.344
15 F -0.927 3.825 -1.391  C12 1.347
16 P 2.254 -0.900 1.010  N8 1.767, O17 1.608, I18 2.457
17 O 3.717 -0.607 1.612  P16 1.608, H29 0.966
18 I 2.655 -2.923 -0.327  P16 2.457
19 H 5.672 0.931 0.133  C1 1.082
20 H 6.428 2.509 0.214  C1 1.087
21 H 5.096 2.152 1.283  C1 1.086
22 H 3.541 2.822 -0.336  C2 1.085
23 H 4.925 3.453 -1.170  C2 1.089
24 H 5.299 1.475 -2.414  C3 1.084
25 H 0.026 0.327 -0.852  C9 1.085
26 H 0.259 0.648 0.856  C9 1.094
27 H 1.126 2.608 -1.282  C10 1.089
28 H 1.138 2.633 1.519  O11 0.963
29 H 4.419 -0.678 0.953  O17 0.966
30 C -2.548 -0.909 3.731  C31 1.388, C35 1.388, H36 1.082
31 C -2.372 -2.014 4.553  C30 1.388, C32 1.389, H37 1.082
32 C -1.580 -3.075 4.134  C31 1.389, C33 1.388, H38 1.082
33 C -0.965 -3.033 2.891  C32 1.388, C34 1.388, H39 1.082
34 C -1.146 -1.931 2.068  C33 1.388, C35 1.388, H40 1.083
35 C -1.935 -0.868 2.486  C30 1.388, C34 1.388, H41 1.084
36 H -3.164 -0.082 4.058  C30 1.082
37 H -2.853 -2.047 5.522  C31 1.082
38 H -1.443 -3.936 4.776  C32 1.082
39 H -0.349 -3.861 2.563  C33 1.082
40 H -0.673 -1.906 1.094  C34 1.083
41 H -2.082 -0.010 1.840  C35 1.084
42 C -0.434 -7.728 0.971  C43 1.388, C47 1.388, H48 1.082
43 C -0.841 -6.430 0.695  C42 1.388, C44 1.389, H49 1.082
44 C -2.061 -5.967 1.170  C43 1.389, C45 1.386, H50 1.082
45 C -2.870 -6.801 1.926  C44 1.386, C46 1.388, H51 1.083
46 C -2.466 -8.100 2.202  C45 1.388, C47 1.388, H52 1.082
47 C -1.249 -8.564 1.723  C42 1.388, C46 1.388, H53 1.082
48 H 0.518 -8.087 0.604  C42 1.082
49 H -0.209 -5.775 0.109  C43 1.082
50 H -2.379 -4.955 0.956  C44 1.082
51 H -3.820 -6.438 2.299  C45 1.083
52 H -3.101 -8.751 2.789  C46 1.082
53 H -0.933 -9.576 1.938  C47 1.082
54 C 1.238 6.551 -1.299  C55 1.388, C59 1.387, H60 1.081
55 C 2.476 6.995 -1.744  C54 1.388, C56 1.387, H61 1.083
56 C 2.710 8.350 -1.923  C55 1.387, C57 1.388, H62 1.082
57 C 1.699 9.265 -1.664  C56 1.388, C58 1.388, H63 1.082
58 C 0.458 8.823 -1.229  C57 1.388, C59 1.388, H64 1.082
59 C 0.227 7.466 -1.047  C54 1.387, C58 1.388, H65 1.082
60 H 1.065 5.493 -1.157  C54 1.081
61 H 3.260 6.276 -1.947  C55 1.083
62 H 3.677 8.693 -2.269  C56 1.082
63 H 1.878 10.324 -1.802  C57 1.082
64 H -0.332 9.536 -1.032  C58 1.082
65 H -0.741 7.122 -0.707  C59 1.082
66 C 9.436 0.866 -1.417  C67 1.388, C71 1.388, H72 1.082
67 C 9.470 1.546 -2.627  C66 1.388, C68 1.388, H73 1.082
68 C 8.468 1.346 -3.566  C67 1.388, C69 1.388, H74 1.082
69 C 7.431 0.463 -3.296  C68 1.388, C70 1.388, H75 1.083
70 C 7.399 -0.219 -2.087  C69 1.388, C71 1.388, H76 1.084
71 C 8.400 -0.018 -1.148  C66 1.388, C70 1.388, H77 1.082
72 H 10.216 1.025 -0.685  C66 1.082
73 H 10.280 2.232 -2.838  C67 1.082
74 H 8.496 1.876 -4.509  C68 1.082
75 H 6.648 0.306 -4.028  C69 1.083
76 H 6.589 -0.909 -1.880  C70 1.084
77 H 8.373 -0.549 -0.205  C71 1.082
78 C -6.200 -4.556 3.993  C79 1.388, C83 1.388, H84 1.083
79 C -7.239 -3.737 3.576  C78 1.388, C80 1.388, H85 1.082
80 C -8.519 -4.255 3.437  C79 1.388, C81 1.388, H86 1.082
81 C -8.759 -5.594 3.713  C80 1.388, C82 1.388, H87 1.082
82 C -7.719 -6.415 4.125  C81 1.388, C83 1.388, H88 1.082
83 C -6.440 -5.896 4.266  C78 1.388, C82 1.388, H89 1.083
84 H -5.202 -4.151 4.104  C78 1.083
85 H -7.051 -2.694 3.358  C79 1.082
86 H -9.329 -3.616 3.113  C80 1.082
87 H -9.757 -5.998 3.605  C81 1.082
88 H -7.906 -7.460 4.336  C82 1.082
89 H -5.629 -6.536 4.588  C83 1.083
90 C -6.214 1.795 -4.334  C91 1.388, C95 1.388, H96 1.082
91 C -6.134 3.080 -3.816  C90 1.388, C92 1.388, H97 1.082
92 C -4.945 3.530 -3.259  C91 1.388, C93 1.388, H98 1.082
93 C -3.837 2.697 -3.218  C92 1.388, C94 1.388, H99 1.078
94 C -3.919 1.410 -3.732  C93 1.388, C95 1.388, H100 1.083
95 C -5.106 0.959 -4.291  C90 1.388, C94 1.388, H101 1.082
96 H -7.139 1.444 -4.771  C90 1.082
97 H -6.998 3.730 -3.846  C91 1.082
98 H -4.882 4.533 -2.856  C92 1.082
99 H -2.912 3.051 -2.791  C93 1.078
100 H -3.055 0.758 -3.698  C94 1.083
101 H -5.169 -0.044 -4.693  C95 1.082

Summary:
SMILES string   CC[C@H](Br)OC(=O)N(C[C@H](O)C(F)(F)F)P(O)I.c1ccccc1.c1ccccc1.c1ccccc1.c1ccccc1.c1ccccc1.c1ccccc1
Max |F|   0.981 eV/A
Total energy   -5535.1616 a.u.
Relative energy (zero: lowest compared OMol25 entry of this formula, charge and spin)   0.0 kJ/mol
Frontier orbital gap   9.1 eV

Here are the Mulliken charges for atoms 1 to 6, given in e:
1. C -0.997
2. C 0.304
3. C -0.105
4. Br -0.104
5. O -0.082
6. C -0.179

***

The highest frontier orbital gap belongs to which entry?
C2H2F2O3

***

Number 1 is which compound?
C2H2F2O3

***

Among the records above, which one has the lowest max |F|?
C43H47BrF3INO4P